[1]
{
  "formula": "C19H11F4NO3",
  "method": "ωB97M-V/def2-TZVPD",
  "relative_energy_kj_mol": 0.0,
  "e_tot_ev": -38377.54947,
  "charge": 0,
  "elements": ["C", "H", "C", "C", "C", "N", "F", "F", "H", "F", "O", "C", "H", "H", "H", "C", "C", "F", "C", "C", "C", "C", "H", "H", "C", "C", "C", "C", "H", "C", "H", "C", "H", "C", "H", "O", "O", "C"],
  "xyz": [[1.290, -1.550, 1.658], [0.284, 2.112, -1.704], [1.055, 1.359, -1.783], [1.259, -0.517, 4.267], [-0.560, -0.550, -1.388], [-0.444, 1.085, 3.819], [4.128, -1.426, -2.046], [2.668, 3.094, -1.931], [1.279, -1.983, 0.658], [-3.791, 3.089, -1.983], [-0.275, 0.126, 1.011], [-4.575, 0.849, -1.947], [4.475, 1.188, -2.054], [1.591, -2.019, -1.850], [-0.564, -1.591, -1.066], [0.406, -0.419, 1.905], [2.382, 1.747, -1.877], [-5.257, -1.429, -2.006], [2.138, -1.540, 3.926], [-3.506, 1.743, -1.901], [-2.940, -0.959, -1.767], [-2.179, 1.356, -1.807], [2.791, -1.932, 4.701], [-2.723, -2.022, -1.729], [1.808, -0.954, -1.844], [3.112, -0.503, -1.935], [-4.239, -0.507, -1.891], [0.410, 0.040, 3.324], [1.209, -0.123, 5.281], [-1.855, -0.027, -1.664], [2.857, -2.844, 2.359], [2.155, -2.046, 2.615], [-1.404, 2.108, -1.789], [0.730, -0.025, -1.694], [-5.599, 1.185, -2.084], [-0.294, 1.352, 5.046], [-1.269, 1.682, 3.110], [3.448, 0.851, -1.940]],
  "nbo_charge": [-0.3513, 0.2299, -0.1950, -0.1562, 0.2020, 0.4958, -0.3161, -0.3149, 0.1863, -0.3130, -0.6223, -0.2594, 0.2638, 0.2394, 0.2321, 0.4115, 0.4052, -0.3150, -0.3110, 0.4022, -0.2011, -0.1828, 0.2127, 0.2417, -0.2146, 0.4087, 0.4038, -0.0578, 0.2533, -0.1224, 0.2102, -0.1582, 0.2337, -0.1079, 0.2655, -0.4455, -0.3801, -0.2728]
}

[2]
{
  "formula": "C5H14NO",
  "method": "ωB97M-V/def2-TZVPD",
  "relative_energy_kj_mol": 273.1,
  "e_tot_ev": -8945.28318,
  "s_squared": 0.751,
  "multiplicity": 2,
  "charge": 0,
  "elements": ["H", "H", "C", "H", "O", "H", "H", "C", "C", "H", "H", "C", "H", "C", "H", "H", "H", "N", "H", "H", "H"],
  "xyz": [[0.009, 1.629, -1.690], [0.241, -0.963, 1.980], [-0.407, -1.778, 1.531], [-0.495, 3.033, -0.773], [1.909, 0.819, -0.055], [0.937, -0.402, -0.444], [0.960, -1.993, -0.857], [-0.111, 2.028, -0.701], [-0.778, -1.425, 0.149], [1.031, 2.437, 1.069], [-2.961, -1.495, 0.285], [-2.055, -1.352, -0.333], [1.811, 2.906, -0.504], [1.213, 2.149, 0.012], [-1.314, -1.853, 2.149], [2.512, 0.736, 0.708], [-2.235, -1.211, -1.425], [0.317, -1.195, -0.784], [0.072, -0.856, -1.722], [-0.855, 1.422, -0.119], [0.198, -2.635, 1.524]],
  "nbo_charge": [0.2113, 0.2133, -0.6764, 0.2221, -0.7978, 0.4581, 0.2187, -0.6494, 0.0695, 0.1791, 0.2127, -0.4683, 0.1821, -0.0772, 0.2307, 0.4897, 0.2027, -1.0230, 0.3637, 0.2195, 0.2188]
}

[3]
{
  "formula": "C41H36AuN3P3",
  "method": "ωB97M-V/def2-TZVPD",
  "relative_energy_kj_mol": 145.3,
  "e_tot_ev": -79107.87946,
  "charge": 3,
  "elements": ["H", "H", "C", "C", "H", "H", "H", "H", "H", "H", "H", "H", "C", "H", "C", "H", "N", "C", "H", "C", "H", "C", "Au", "H", "H", "C", "H", "C", "C", "H", "C", "C", "H", "C", "C", "C", "C", "H", "H", "C", "P", "H", "C", "C", "H", "N", "C", "H", "C", "P", "H", "H", "C", "C", "H", "C", "C", "C", "H", "H", "C", "H", "C", "P", "C", "H", "H", "N", "C", "H", "C", "C", "C", "C", "H", "C", "C", "C", "C", "C", "C", "H", "C", "H"],
  "xyz": [[3.159, -3.911, 2.295], [2.528, 0.988, 2.726], [-2.435, 2.510, -1.077], [2.665, -0.082, 2.633], [-1.304, 3.202, 4.893], [0.860, 2.418, 0.504], [-7.053, 1.280, 1.116], [6.220, 1.979, 0.677], [0.260, -1.977, -2.810], [-3.883, 4.021, -1.492], [-2.550, -6.784, -0.143], [3.614, 0.574, -3.701], [0.258, 3.868, 1.953], [-0.836, -3.006, -1.170], [-3.046, -3.780, 1.317], [-0.289, 3.990, -3.845], [-1.195, -1.070, 2.320], [-1.618, -4.962, -0.773], [1.122, 2.123, -3.512], [5.275, 1.715, 0.222], [0.636, 4.705, 1.383], [-2.447, -5.724, 0.041], [-0.490, -0.246, -0.479], [4.934, -2.503, 3.261], [-3.374, 0.229, 3.024], [-2.923, 3.602, -1.751], [-1.098, -1.780, 3.043], [-1.486, -3.604, -0.541], [-4.472, -0.515, -0.123], [0.913, -3.467, -4.666], [4.013, -2.045, 2.928], [-0.744, 1.735, 3.441], [3.464, -1.015, -0.624], [3.720, 0.033, -0.506], [-6.088, 0.793, 1.080], [3.354, -1.132, -4.966], [3.848, -0.672, 3.045], [-2.493, 5.004, -3.332], [-4.186, -1.056, -1.018], [1.491, -2.579, -4.456], [-2.074, -1.285, 0.864], [4.220, -0.906, -5.572], [-0.920, 3.586, -3.066], [3.007, -2.846, 2.388], [4.730, 3.748, -0.191], [-1.245, 1.949, -1.357], [3.005, -0.295, -3.921], [-6.356, 0.089, -0.932], [-0.841, 3.024, 3.933], [0.093, -0.171, 1.772], [-2.995, 2.051, -0.271], [-1.137, 0.910, 4.021], [-4.023, 0.203, 2.158], [-0.508, 2.475, -2.327], [1.036, -2.887, 1.554], [1.820, -2.273, 1.983], [0.380, 2.587, 1.456], [2.601, -2.269, -5.231], [2.884, -2.920, -6.046], [-3.632, -3.322, 2.106], [-2.144, 4.146, -2.773], [-0.438, 5.093, 3.572], [-3.637, -0.471, 0.999], [1.376, 0.522, -1.849], [-5.697, 0.123, -0.077], [-1.082, -5.429, -1.587], [4.637, -0.063, 3.462], [0.730, 1.882, -2.607], [1.645, -0.889, 2.128], [-3.805, -5.742, 1.703], [1.131, -1.741, -3.414], [-2.198, -3.016, 0.507], [4.439, 2.710, -0.265], [-3.156, -5.138, 1.084], [5.585, -0.395, 0.446], [1.883, -0.595, -3.148], [-0.347, 4.086, 3.188], [2.877, 1.032, -0.994], [-0.113, 1.516, 2.203], [3.244, 2.369, -0.885], [4.917, 0.379, 0.095], [2.619, 3.146, -1.309], [-5.257, 0.831, 2.194], [-5.577, 1.341, 3.091]],
  "lowdin_charge": [0.1272, 0.1211, -0.1212, -0.0582, 0.1288, 0.0696, 0.1279, 0.1241, 0.0592, 0.1212, 0.1296, 0.1193, -0.0273, 0.0588, -0.0631, 0.1282, -0.2663, -0.0389, 0.1313, -0.0344, 0.1254, -0.0152, 0.7829, 0.1321, 0.0939, -0.0296, 0.1193, -0.0981, -0.0879, 0.1185, -0.0065, -0.0657, 0.1168, -0.1038, -0.0193, -0.0337, -0.0402, 0.1320, 0.1186, -0.0480, 0.8591, 0.1256, 0.0153, -0.0280, 0.1212, 0.0078, -0.0685, 0.1253, -0.0268, 0.8634, 0.0987, 0.1074, -0.0740, -0.3736, 0.1067, -0.0732, -0.0862, -0.0265, 0.1262, 0.1219, -0.0095, 0.1309, -0.3832, 0.9208, -0.0382, 0.1225, 0.1305, -0.0932, -0.3574, 0.1288, -0.1029, -0.3676, -0.0408, -0.0288, 0.1200, -0.3695, -0.0075, -0.3825, -0.3587, -0.0923, -0.0648, 0.1052, -0.0363, 0.1243]
}